C32H32F5NPS | ωB97M-V/def2-TZVPD

Last column: Löwdin charge in e.
CARTESIAN COORDINATES (ANGSTROEM)
C  0.76375  -0.28989  3.73028  -0.38
P  -0.58320  0.57555  2.68930  0.56
C  -1.08261  2.20325  3.55454  -0.39
N  -1.97519  -0.48020  2.33369  -0.84
S  -2.87518  -0.90347  3.76968  0.27
H  1.14918  0.51333  4.52355  0.03
H  1.68387  -0.50541  3.00410  0.02
H  0.39239  -1.28672  4.25448  0.03
H  -0.10638  2.63891  4.05628  0.03
H  -1.51162  2.97567  2.75528  0.01
H  -1.90269  2.06270  4.38025  0.01
H  -3.77459  0.13404  4.10633  -0.22
F  2.95817  1.00775  2.78045  0.02
C  3.83492  1.04379  1.76821  -0.28
C  4.85478  0.10016  1.71245  -0.01
C  5.76481  0.13416  0.65592  -0.10
C  5.65114  1.11922  -0.32822  -0.13
C  4.62704  2.06504  -0.26070  -0.08
C  3.71064  2.02389  0.78981  -0.01
H  4.93232  -0.65239  2.49034  0.12
H  6.56109  -0.60385  0.59902  0.10
H  6.36383  1.14809  -1.14969  0.10
H  4.54303  2.83328  -1.02559  0.10
H  2.90320  2.74581  0.85296  0.12
F  -1.13204  3.93411  0.74412  0.04
C  -2.24472  3.93236  -0.00191  -0.29
C  -3.13573  2.86973  0.10087  0.00
C  -4.29692  2.86999  -0.67193  -0.07
C  -4.54894  3.92878  -1.54784  -0.11
C  -3.64599  4.98834  -1.64757  -0.10
C  -2.49059  4.99318  -0.86651  -0.03
H  -2.91917  2.05201  0.78049  0.10
H  -5.00372  2.04769  -0.59319  0.11
H  -5.45255  3.92640  -2.15368  0.08
H  -3.84224  5.80929  -2.33302  0.09
H  -1.78244  5.81308  -0.92487  0.11
F  2.91018  -5.88938  3.68969  0.05
C  1.78750  -5.52142  4.32121  -0.30
C  0.71838  -5.02561  3.58311  -0.01
C  -0.45262  -4.64718  4.23971  -0.07
C  -0.53744  -4.75869  5.62973  -0.09
C  0.54295  -5.25277  6.36224  -0.09
C  1.70955  -5.64153  5.70426  -0.03
H  0.80553  -4.93832  2.50504  0.12
H  -1.29697  -4.26566  3.67096  0.11
H  -1.44936  -4.45922  6.14188  0.10
H  0.47609  -5.33480  7.44441  0.10
H  2.55560  -6.03604  6.25715  0.11
F  -7.85513  4.03603  -3.85072  0.06
C  -7.20889  3.46126  -4.87377  -0.30
C  -7.49061  2.14062  -5.20572  -0.02
C  -6.82169  1.54338  -6.27410  -0.08
C  -5.86960  2.27091  -6.99243  -0.10
C  -5.59020  3.59433  -6.64831  -0.08
C  -6.26729  4.19467  -5.58710  -0.02
H  -8.22720  1.58858  -4.63114  0.12
H  -7.04037  0.51387  -6.54654  0.10
H  -5.34488  1.80328  -7.82283  0.10
H  -4.84581  4.15728  -7.20624  0.10
H  -6.06895  5.22518  -5.31173  0.11
F  7.53126  -1.85958  -2.05448  0.06
C  6.46030  -2.61255  -2.33854  -0.29
C  6.64023  -3.88934  -2.85921  -0.03
C  5.52552  -4.67563  -3.15031  -0.09
C  4.24175  -4.17159  -2.92744  -0.10
C  4.07145  -2.88690  -2.40927  -0.07
C  5.18644  -2.10524  -2.10785  -0.01
H  7.64474  -4.26086  -3.03349  0.11
H  5.65563  -5.67811  -3.55038  0.10
H  3.37253  -4.78353  -3.15882  0.10
H  3.07126  -2.49519  -2.24051  0.11
H  5.07246  -1.10793  -1.69614  0.09

Cartesian forces (eV/Å) of the 2 atoms listed first:
C 0.8 -0.1 1.2
P -0.8 -0.7 -2.2

The charge is -1. The HOMO energy is -0.1114 Ha. The calculation puts the lowest unoccupied orbital energy at 2.308 eV.

C2H7ClN2O2S | ωB97M-V/def2-TZVPD

Last column: Löwdin charge in e.
CARTESIAN COORDINATES (ANGSTROEM)
C  -1.57243  -2.76368  -2.33031  -0.06
C  -0.80480  -1.65864  -2.17084  -0.61
N  2.25186  1.39660  0.85090  -0.03
N  0.97170  0.98161  1.29408  -0.30
O  0.07983  2.81685  2.73797  -0.29
O  -0.03821  3.19154  0.42085  -0.47
S  -0.30544  2.09497  1.31988  0.82
Cl  -1.22070  -0.49300  -0.97580  0.60
H  -1.36179  -3.46979  -3.05964  0.03
H  -2.60127  -2.81396  -1.95665  0.07
H  0.24093  3.73158  2.47964  0.05
H  0.03761  -1.23051  -2.63284  0.03
H  2.34776  2.47652  0.98601  0.12
H  2.36256  1.24070  -0.14267  0.06
H  0.86560  0.09780  1.07758  -0.01

Cartesian forces (eV/Å) of the 2 atoms listed first:
C 0.2 2.9 0.3
C -2.2 -1.5 0.7

The HOMO energy is -0.3285 Ha. The calculation puts the lowest unoccupied orbital energy at 0.777 eV. The relative energy (zero: lowest compared OMol25 entry of this formula, charge and spin) comes out at 152.7 kJ/mol.

C5H3F | ωB97M-V/def2-TZVPD

Last column: Löwdin charge in e.
CARTESIAN COORDINATES (ANGSTROEM)
C  -0.33702  0.29839  -1.02409  -0.06
C  -0.20943  -0.77331  -1.65591  -0.02
C  -0.08189  -0.04791  1.22200  -0.16
C  0.11095  0.96080  0.09598  -0.25
C  0.89904  -0.35086  0.12551  0.04
F  -0.26961  -1.63286  -2.66060  0.13
H  0.54795  0.18979  2.07744  0.10
H  -1.08360  -0.52930  1.49568  0.13
H  0.42361  1.88525  0.32399  0.09

Cartesian forces (eV/Å) of the 2 atoms listed first:
C -1.3 -1.8 -3.1
C 0.0 1.1 -0.5

The HOMO energy is -0.3300 Ha. The calculation puts the lowest unoccupied orbital energy at 0.434 eV. The relative energy (zero: lowest compared OMol25 entry of this formula, charge and spin) comes out at 421.6 kJ/mol.

C16H32BrO4P | ωB97M-V/def2-TZVPD

Last column: Löwdin charge in e.
CARTESIAN COORDINATES (ANGSTROEM)
C  2.24679  -2.57286  3.89238  0.07
C  1.13110  -2.19816  3.61901  -0.40
P  -0.47214  -1.59808  3.16430  0.55
Br  -1.50836  -3.49677  2.53048  0.28
C  -0.13399  -0.78850  1.54828  -0.41
C  0.09657  0.73964  1.60538  -0.22
C  0.47939  1.33946  2.95427  -0.12
C  1.89602  1.10679  3.38183  -0.53
O  2.22361  1.01179  4.52969  0.11
O  2.74129  1.07971  2.34705  -0.01
C  4.02489  0.51159  2.62724  -0.20
C  4.44771  -0.29633  1.40235  -0.05
H  3.23347  -2.86596  4.04282  0.02
H  0.65422  -1.28896  1.01028  0.08
H  -1.02153  -0.96602  0.95994  0.05
H  -0.79610  1.24329  1.26625  0.11
H  0.86810  0.96595  0.89701  0.09
H  -0.19058  1.09586  3.75692  0.10
H  0.41368  2.41557  2.83328  0.13
H  3.99440  -0.14777  3.47342  0.10
H  4.73309  1.31270  2.77398  0.12
H  3.55944  -0.74360  0.98419  0.07
H  5.09150  -1.09874  1.74119  0.07
H  4.99125  0.29552  0.68660  0.07
C  -4.04351  -3.94046  -0.36807  -0.09
C  -3.72542  -2.56995  -0.94068  -0.28
O  -2.41910  -2.45634  -1.47447  -0.17
C  -2.11454  -3.32102  -2.55137  -0.28
C  -2.99295  -3.11383  -3.77391  -0.08
H  -3.28017  -4.23094  0.35262  0.02
H  -5.01284  -3.92328  0.13083  0.08
H  -4.08336  -4.70887  -1.14220  0.07
H  -3.77631  -1.82767  -0.14315  0.11
H  -4.47237  -2.27864  -1.68815  0.11
H  -2.14546  -4.36619  -2.22407  0.11
H  -1.07810  -3.10574  -2.81227  0.12
H  -4.02999  -3.39273  -3.58063  0.07
H  -2.63491  -3.72519  -4.60256  0.08
H  -2.98279  -2.06663  -4.07893  0.08
C  0.73718  2.82719  -3.61910  -0.08
C  -0.11110  2.49812  -2.40276  -0.28
O  0.57494  2.63571  -1.17235  -0.18
C  1.05812  3.93027  -0.86830  -0.28
C  -0.03289  4.98161  -0.75412  -0.08
H  1.66344  2.25156  -3.60633  0.08
H  0.19098  2.59268  -4.53292  0.08
H  1.00349  3.88476  -3.65536  0.07
H  -0.41745  1.45269  -2.44902  0.12
H  -1.03053  3.09437  -2.39775  0.11
H  1.81866  4.23660  -1.59500  0.11
H  1.56528  3.83204  0.09252  0.12
H  -0.51787  5.16965  -1.71330  0.07
H  0.38841  5.92480  -0.40586  0.08
H  -0.80264  4.65927  -0.05147  0.08

Cartesian forces (eV/Å) of the 2 atoms listed first:
C -1.4 0.6 -0.4
C 0.5 -0.3 -0.3

The HOMO energy is -0.3232 Ha. The calculation puts the lowest unoccupied orbital energy at 0.338 eV.

C18H24Br4N2O2 | ωB97M-V/def2-TZVPD

Last column: Löwdin charge in e.
CARTESIAN COORDINATES (ANGSTROEM)
C  1.86362  -2.49590  1.95530  -0.01
C  2.98565  -1.71632  1.02389  -0.28
O  3.92935  -1.01238  1.69828  -0.06
O  2.96184  -1.75186  -0.44703  -0.12
C  3.20927  -0.42075  -1.02715  -0.20
C  2.13687  0.73870  -0.53853  -0.18
C  0.55440  0.34996  -0.89044  -0.19
C  -0.39655  1.60603  -0.42284  -0.19
C  -1.50476  1.21053  0.74618  -0.09
C  -1.43280  2.13755  2.13554  -0.02
C  -2.50852  1.87541  3.34543  -0.07
C  -3.59275  0.66173  3.14644  -0.01
C  -3.69058  -0.28311  1.77530  -0.19
N  -4.75107  -1.34791  1.77142  0.04
C  -4.73838  -2.07411  0.45597  -0.11
C  -3.72925  -1.76515  -0.78155  -0.14
N  -2.64190  -0.72877  -0.74417  -0.25
C  -2.64630  0.01090  0.56377  -0.37
H  0.84242  -1.89117  1.85947  0.10
H  1.76688  -3.58411  1.51990  0.10
H  2.16862  -2.47101  3.08912  0.10
H  4.33581  -0.08439  -0.82405  0.07
H  3.14968  -0.55967  -2.20959  0.15
H  2.48111  1.73897  -1.09044  0.13
H  2.27430  0.97350  0.62007  0.12
H  0.50760  0.33170  -2.08297  0.12
H  0.22876  -0.69214  -0.46675  0.10
H  -0.91737  2.13282  -1.35919  0.12
H  0.33463  2.43953  0.01631  0.11
H  -0.64726  3.01052  2.25131  0.09
H  -2.46876  2.55061  4.32432  0.09
H  -4.34953  0.46834  4.04893  0.10
H  -5.54517  -2.93396  0.30223  0.11
H  -3.84709  -2.40761  -1.77086  0.13
Br  7.00880  0.74313  -0.83315  0.63
C  7.25982  -1.10275  -1.40986  -0.69
C  8.34859  -1.20673  -2.45169  -0.70
Br  7.71379  -0.61257  -4.19792  0.59
H  6.28828  -1.46293  -1.75956  0.05
H  7.53924  -1.64784  -0.50392  0.06
H  8.64508  -2.24943  -2.59749  0.06
H  9.23502  -0.61199  -2.21465  0.05
Br  -4.03419  0.80540  -0.96564  1.10
C  -5.62415  1.84983  -1.39466  -0.60
C  -6.53101  1.98319  -0.19406  -0.68
Br  -7.53697  0.34101  0.11670  0.60
H  -6.10374  1.36478  -2.24943  0.05
H  -5.24628  2.82849  -1.70349  0.05
H  -7.28959  2.75203  -0.36674  0.05
H  -5.99546  2.20988  0.73195  0.05

Cartesian forces (eV/Å) of the 2 atoms listed first:
C 0.0 0.4 -1.3
C 4.3 3.4 3.3

The HOMO energy is -0.2899 Ha. The calculation puts the lowest unoccupied orbital energy at -1.597 eV.

C20H23NO6S2 | ωB97M-V/def2-TZVPD

Last column: Löwdin charge in e.
CARTESIAN COORDINATES (ANGSTROEM)
C  2.38630  3.27295  1.68505  -0.05
C  2.26971  2.84744  0.22727  -0.23
H  3.23563  2.92772  -0.27835  0.13
H  1.54242  3.47825  -0.29278  0.10
O  1.94483  1.46719  0.09399  -0.04
C  0.80906  0.98554  0.67138  -0.22
C  0.90035  -0.28598  1.23000  0.05
C  -0.19961  -0.91498  1.79532  -0.26
C  -1.41306  -0.23218  1.86175  -0.02
C  -1.52165  1.02910  1.31222  0.01
C  -0.43580  1.63294  0.69444  -0.25
O  -0.61682  2.84898  0.06722  -0.15
S  -1.33465  2.75001  -1.39616  0.69
O  -1.51925  4.09773  -1.81516  -0.24
O  -2.46465  1.87911  -1.29099  -0.25
C  -0.04685  1.95756  -2.32149  -0.28
C  0.92867  2.72673  -2.92880  -0.05
C  1.99941  2.10229  -3.52884  0.02
C  2.10560  0.70537  -3.50894  -0.26
C  1.10465  -0.05359  -2.90232  0.01
C  0.02874  0.58172  -2.30709  -0.05
H  -0.76140  0.02019  -1.83391  0.12
H  1.15869  -1.12973  -2.87923  0.11
O  3.20449  0.19554  -4.10455  -0.07
C  3.40409  -1.20070  -4.09456  -0.08
H  3.46986  -1.58693  -3.07338  0.10
H  2.60909  -1.72304  -4.63506  0.10
H  4.35222  -1.36359  -4.60400  0.10
H  2.78028  2.66612  -4.01311  0.12
H  0.82453  3.79989  -2.92248  0.12
H  -2.45972  1.55976  1.32087  0.13
H  -2.26463  -0.67955  2.35066  0.12
C  -0.03761  -2.24502  2.41107  -0.72
N  -0.80713  -3.26033  1.99715  -0.12
C  -0.80296  -4.55286  2.64643  -0.15
H  -0.13061  -4.51558  3.50445  0.06
C  -2.23192  -4.88691  3.08660  -0.18
H  -2.28077  -5.89619  3.49643  0.13
O  -3.12206  -4.85981  1.99325  -0.13
C  -3.13111  -3.59586  1.37677  -0.18
H  -3.82613  -3.66516  0.53893  0.13
C  -1.72785  -3.21496  0.88279  -0.11
H  -1.73551  -2.22638  0.42626  0.12
H  -1.40602  -3.95632  0.14031  0.14
H  -3.49067  -2.83302  2.08421  0.12
H  -2.55384  -4.16621  3.85331  0.13
H  -0.45142  -5.31057  1.93761  0.14
S  1.08513  -2.40344  3.61081  0.71
H  1.85689  -0.78452  1.20800  0.13
H  3.06894  2.61372  2.21671  0.09
H  1.41285  3.23272  2.16864  0.08
H  2.76057  4.29122  1.73801  0.08

Cartesian forces (eV/Å) of the 2 atoms listed first:
C -0.1 -0.2 -0.4
C 0.2 0.5 0.2

The HOMO energy is -0.2992 Ha. The calculation puts the lowest unoccupied orbital energy at 0.351 eV. The relative energy (zero: lowest compared OMol25 entry of this formula, charge and spin) comes out at 71.0 kJ/mol.

Per-record orbital gap, eV: 5.3400 9.7150 9.4140 9.1312 6.2904 8.4926
Per-record strongest force on any atom, eV/Å: 3.07 6.42 3.84 1.61 8.50 0.92